(1)
Here is a structure of composition C24H43GdN2P3Se at a distorted geometry from OMol25. Energies are from wB97M-V/def2-TZVPD.

XYZ file:
```
74
Properties=species:S:1:pos:R:3:mulliken_charge:R:1
H 2.8137 0.7040 -6.5223 0.354
H -2.4529 -4.3007 -0.6246 0.483
H 2.2916 2.6898 -6.9732 0.476
H 1.2981 -3.5074 -1.0927 0.271
C 2.4222 -2.0585 2.5632 -1.179
C -2.3128 -3.4392 0.0370 -1.306
C 2.6819 0.4656 -5.4725 -0.069
H 3.1612 -1.2826 2.3220 0.298
H 3.8239 -1.5975 -3.0064 0.448
H 0.8895 1.5433 -2.7556 0.223
C 0.8588 -0.3904 4.1982 -1.139
H 3.3155 0.9608 2.4686 0.303
H 3.6732 1.2175 0.7457 0.283
H -3.1862 -2.7818 -0.0180 0.395
H 0.5353 3.1846 -0.6231 0.377
C -2.9019 -0.1775 3.9056 0.112
C 1.5325 3.0820 -0.1700 -1.198
C 0.4223 -3.8533 -0.5361 -1.132
H 0.0793 3.8300 -6.7942 0.305
Gd -0.3587 0.1133 0.3696 -0.192
H 1.4963 1.3349 -7.9846 0.259
H 1.0838 1.8839 -5.2064 0.148
H 2.6482 -2.4986 3.5459 0.503
C -5.1051 0.6262 4.6150 -0.503
P 0.7395 -1.3381 2.6346 0.860
C 1.5888 0.9507 -3.3487 -0.575
H 0.2622 -3.1400 4.1624 0.553
C -1.1307 -2.2322 -2.2646 -1.129
H 1.1759 -1.0800 4.9923 0.536
H -3.8085 -0.5789 5.8510 0.457
H -0.1898 -1.9602 -2.7626 0.281
C 0.1826 2.8292 -7.2182 -0.509
H -0.7334 2.3099 -7.5084 0.283
H 3.7006 2.6111 1.8897 0.519
H 1.9622 3.7461 2.9088 0.483
H 1.5923 0.4218 4.1041 0.337
P -0.8274 -2.5133 -0.4737 0.953
C -0.1991 -2.8003 3.2257 -1.091
H -1.9592 -0.7151 4.0212 0.011
C -2.9946 1.3134 0.6430 -0.773
H 0.7076 2.6254 3.5281 0.346
C 1.3804 2.2590 -7.4031 -0.724
H 2.4509 -2.8409 1.7918 0.320
C 1.0593 3.1815 2.6534 -1.392
H -4.8482 2.2642 0.6490 0.278
H 2.2022 2.6455 -0.9224 0.307
H -5.8633 0.6634 5.3909 0.432
C 3.2140 1.6632 1.6349 -1.257
H -1.2428 -2.5228 3.4176 0.312
H -1.5603 -3.1386 -2.7128 0.463
H 0.2664 3.8585 2.3239 0.434
N -2.3061 0.5669 1.5424 0.227
Se 2.1346 -0.5572 -0.9375 0.202
H 1.8934 4.0732 0.1343 0.477
H -0.6557 0.6538 -1.3964 0.103
H -6.1839 1.8516 3.0938 0.459
C 3.2504 -0.8143 -3.5046 -0.568
C -3.9209 -0.0886 4.8731 -1.167
C 3.4447 -0.5290 -4.8482 -1.022
C -5.3090 1.2822 3.3799 -1.071
C 2.3113 -0.0887 -2.7334 0.988
P 1.4399 2.0032 1.3157 1.003
N -4.1710 1.6918 1.1521 0.092
H 0.7389 -4.1247 0.4763 0.294
H -0.0257 -4.7243 -1.0268 0.484
H -1.8306 -1.3952 -2.3880 0.369
H -0.1203 0.0320 4.4599 0.351
C -4.2864 1.1803 2.4542 0.568
H -2.1882 -3.7763 1.0712 0.352
C 1.7286 1.1639 -4.7146 -0.106
H -2.6861 1.5897 -0.3646 0.513
H -0.1653 -3.6080 2.4838 0.346
H 4.1868 -1.0900 -5.4113 0.408
C -3.1167 0.4770 2.6891 0.460
```

Summary:
* multiplicity: 8
* ⟨S²⟩: 16.11
* max |F|: 2.7 eV/Å
* charge: +3
* orbital gap (alpha / beta): 7.0 / 3.3 eV
* DFT total energy: -5239.81228 a.u.
* highest occupied orbital energy (alpha / beta): -15.978 / -15.964 eV

---

(2)
Here is a structure of composition C24H43IrN3O2P2Si at a distorted geometry from OMol25. Energies are from wB97M-V/def2-TZVPD.

XYZ file:
```
76
Properties=species:S:1:pos:R:3:mulliken_charge:R:1
H -5.2270 3.4739 -0.4260 0.211
C -3.5097 2.3971 -0.6272 0.585
H -4.5303 0.6685 -0.0368 0.223
H -1.3844 -2.6222 1.3268 0.504
O -0.4776 -0.9510 -1.8840 -0.498
H -1.7626 -2.1296 -0.3446 -0.190
C -4.1938 1.1102 -0.9808 -0.871
H -3.7654 4.3361 -0.0811 0.245
C 4.0399 -3.5828 2.4623 -0.533
O -2.2573 2.4469 -0.5493 -0.975
C 2.7322 -3.2090 2.4765 -0.784
H 3.6818 2.8169 -0.6357 0.364
H -0.6609 2.1540 2.7708 0.358
C 1.6176 -2.3878 -3.2060 -1.242
H -0.3596 3.2365 0.8410 0.077
H 3.2911 3.9990 0.6118 0.506
C -3.1933 0.1845 -1.6806 -1.197
H 0.3954 0.8329 3.3135 0.340
H 1.4055 5.0525 -0.8784 0.499
H 0.2504 3.9649 -1.6538 0.299
P 1.0036 1.3740 -0.8511 0.511
C -0.6283 1.2115 3.3058 -1.877
N -4.2242 3.4850 -0.3644 -0.400
H -0.6890 -1.6038 3.5197 0.300
C 1.5523 3.0178 -0.1771 2.027
H 3.2410 2.2738 0.9845 0.346
C -1.6053 0.2048 2.7135 1.867
C -0.7709 -3.8109 -2.0652 -1.151
Si -0.2208 -2.2162 -2.8771 0.628
H 3.0923 1.2672 -2.0758 0.336
H 5.3349 -1.2191 0.3743 0.476
H 2.1945 -2.2778 -2.2829 0.261
C 0.7075 3.3428 1.0469 -1.642
P -1.1393 -0.2518 0.9590 0.341
H -3.4834 -0.8603 -1.5740 0.355
H -3.3573 1.0738 3.6373 0.530
H -2.9790 1.7647 2.0528 0.225
H 0.9840 2.6845 1.8671 0.306
H 1.9937 -3.7556 3.0485 0.467
C -1.6308 -1.0612 3.5727 -1.773
C -1.8844 -1.8825 0.7040 -1.245
N 2.8845 -0.2812 0.2373 -0.227
H -0.7679 -2.7192 -5.2427 0.378
C 3.0291 3.0150 0.2143 -1.874
H -1.7858 -0.7500 4.6080 0.536
H 1.8641 0.1443 -2.6968 -0.060
C 0.6660 -0.6760 1.0071 -0.569
H -1.8472 -3.8267 -1.8716 0.326
C 1.6258 0.0634 0.2550 0.175
H 1.9731 -1.6484 -3.9280 0.341
H -2.1853 -2.1009 -4.3901 0.298
C 1.2757 4.0461 -1.2818 -1.910
C 4.9940 -2.8579 1.6991 -0.580
H 1.7509 1.8689 -3.0850 0.495
H 1.8270 -3.3773 -3.6205 0.472
H -0.2517 -3.9615 -1.1141 0.291
C 4.6196 -1.7762 0.9649 -0.516
C -3.0023 0.8382 2.6321 -1.567
H -3.1856 0.4051 -2.7608 0.744
H -3.7263 0.1606 2.1722 0.298
H -5.0856 1.3116 -1.5803 0.535
Ir -1.2618 0.6826 -1.1058 2.150
H 0.8965 4.3706 1.3663 0.607
H 4.3524 -4.4435 3.0384 0.423
H -0.9136 -0.9898 -4.9106 0.306
N 1.0138 -1.7013 1.7332 0.192
H -2.9485 -1.8463 0.9448 0.364
H -0.5418 -4.6641 -2.7083 0.462
H 6.0299 -3.1694 1.7013 0.417
C -1.1039 -1.9871 -4.5048 -1.249
C 3.2657 -1.3599 0.9648 0.474
C 2.0389 1.1490 -2.3198 -1.106
H -2.4433 -1.7326 3.2995 0.343
H -0.9168 1.4086 4.3405 0.610
H 1.9614 3.9350 -2.1214 0.397
C 2.3158 -2.0819 1.7264 0.214
```

Summary:
* max |F|: 1.8 eV/Å
* charge: +1
* orbital gap: 7.5 eV
* DFT total energy: -2331.54281 a.u.
* highest occupied orbital energy: -10.931 eV

---

(3)
Here is a structure of composition C24H43N2OP3ReS at a distorted geometry from OMol25. Energies are from wB97M-V/def2-TZVPD.

XYZ file:
```
75
Properties=species:S:1:pos:R:3:mulliken_charge:R:1
H 2.5278 -0.5826 -3.6912 0.562
H -4.2183 0.8203 5.1660 0.514
H -2.0889 -2.8107 -6.0584 0.505
H -0.7726 4.3374 -0.4641 0.605
H -0.9545 3.5256 4.3838 0.539
H -0.2858 -3.4846 -2.1945 0.449
C -1.6283 -1.7299 -2.3306 0.609
S -3.7486 -1.1466 2.9346 -0.109
H 1.4849 2.9282 -2.2386 0.450
C -1.2061 1.9332 2.9658 0.783
H -3.0768 -0.2226 -2.7846 0.752
H 1.1464 1.1900 3.9432 0.438
H 0.7511 -1.0791 -1.1972 -1.047
H 2.4194 2.6349 0.6146 0.210
H 2.9389 1.6485 -1.9000 0.358
H 0.9309 3.9876 -0.0182 0.505
N -2.7839 -2.1966 0.7614 -0.079
H 0.2751 -2.5066 2.7883 0.358
H -0.6843 -4.2075 -4.5552 0.500
H 0.4180 -3.5122 -0.2038 0.487
C -1.9786 -2.5559 -5.0093 -0.553
P -0.2835 2.0637 -0.9184 1.550
H 3.7724 0.9418 -0.4698 0.299
P 1.6639 0.4838 1.6180 0.663
O -1.3982 -1.1146 -1.1098 -0.204
H -2.1107 1.5565 -2.4162 0.366
C -0.9785 -2.9092 -2.8120 -0.308
C -2.9932 0.3787 3.4549 0.627
H -3.5371 -2.8515 0.9623 0.276
C 2.3675 2.2414 1.6385 -1.240
H 4.0092 0.2168 -2.1166 0.653
H -2.8295 2.7947 5.8045 0.487
H 0.2697 -0.2850 3.5042 0.280
H -0.3121 2.1965 2.3991 -0.472
H 3.2872 -1.4147 1.9492 0.272
H 3.8481 0.0165 2.7958 0.648
C -1.5277 2.6388 4.1157 -0.768
H 2.9750 -2.5475 -1.8318 0.409
H 2.1487 -2.6975 -0.2546 0.253
C -2.5900 2.2258 4.9192 -0.618
C -2.0562 2.1535 -1.4881 -1.529
H 4.0784 -0.0991 1.0578 0.505
C -1.9398 0.7813 2.5909 -0.715
H 3.7134 -1.8536 -0.3595 0.405
C 0.7472 -2.8527 1.8658 -0.710
N -1.7528 -0.0970 1.4710 0.364
H -2.4297 -2.1216 -0.2078 -0.068
C -2.5497 -1.0858 -3.1754 -0.588
H -2.2731 3.2144 -1.6747 0.628
H 0.8386 1.4855 -3.0506 0.290
C 3.3901 -0.3334 1.8673 -1.527
C -2.6519 -1.4426 -4.5033 -0.837
H 3.3824 2.2328 2.0714 0.538
H 0.7702 -0.1186 -3.4450 0.356
C 2.7760 -2.0539 -0.8786 -1.190
H 1.8538 -2.7033 1.8153 0.432
P 1.9710 -0.4421 -1.3113 1.207
H 1.9860 -0.3644 3.9180 0.571
H 1.2253 -1.7768 -3.2076 0.528
C 0.0748 -3.3182 0.8099 -0.682
C -3.3635 1.1122 4.5876 -0.673
Re 0.0015 0.0937 -0.0288 1.590
C 0.5686 2.3741 -2.4727 -1.594
C 3.3214 0.7347 -1.4444 -1.087
C 1.6034 -0.7529 -3.1199 -1.434
H -3.2755 -0.8340 -5.1457 0.504
H -0.1319 2.9624 -3.0716 0.568
H -1.0021 -3.4583 0.9769 0.355
H -0.3935 3.5355 1.0660 0.073
H 1.7315 2.8995 2.2473 0.401
C -2.6496 -1.0930 1.5476 0.048
C -0.0998 3.6507 0.0307 -1.247
C -1.1802 -3.3087 -4.1570 -0.516
H -2.7545 1.7410 -0.7449 0.277
C 1.2234 0.2331 3.4190 -1.248
```

Summary:
* multiplicity: 4
* ⟨S²⟩: 3.80
* max |F|: 7.6 eV/Å
* charge: +4
* orbital gap (alpha / beta): 8.0 / 5.2 eV
* DFT total energy: -2623.91450 a.u.
* highest occupied orbital energy (alpha / beta): -20.483 / -20.247 eV